No. 1
Computed, not measured: a gas-phase ion, C3H5NO2S (charge -2), with wB97M-V/def2-TZVPD.

```
12
C3H5NO2S | the Open Molecules 2025 dataset | wB97M-V/def2-TZVPD
O 2.474 0.033 0.683
C 1.922 1.059 0.400
O 2.306 2.243 0.326
N 0.560 0.944 0.271
C 0.032 -0.461 0.161
C -1.432 -0.282 -0.430
S -2.693 -1.675 -0.621
H 0.112 1.660 -0.157
H 0.225 -0.911 1.186
H 0.800 -0.997 -0.492
H -1.299 -0.027 -1.513
H -2.031 0.373 0.143
```

ΔE to the lowest compared entry with this formula, charge and spin (kJ/mol): 100.0
HOMO level (eV): 0.36
Net charge: -2
SMILES: O=C([O-])NCC[S-]
LUMO level (eV): 6.09

Atomic partial charges in e from the Löwdin method, atoms 1 to 5:
1 O -0.0541
2 C -0.9383
3 O -0.1345
4 N -0.0038
5 C -0.2505

No. 2
Computed, not measured: 2 unconnected molecules or ions with the total composition C3H5NO2S, with wB97M-V/def2-TZVPD.

```
12
C3H5NO2S | the Open Molecules 2025 dataset | wB97M-V/def2-TZVPD
C -1.872 -0.537 -1.811
C 2.384 0.499 1.774
C -0.866 0.170 -1.256
N 2.422 -0.418 2.425
O 0.591 1.377 0.341
O -0.285 -0.907 1.096
S -0.679 0.531 0.446
H -2.036 -0.609 -2.859
H -2.526 -1.068 -1.063
H 2.300 1.367 1.190
H 0.579 -0.992 1.529
H -0.013 0.587 -1.812
```

ΔE to the lowest compared entry with this formula, charge and spin (kJ/mol): 296.0
HOMO level (eV): -9.92
Net charge: 0
LUMO level (eV): 0.13

Atomic partial charges in e from the Löwdin method, atoms 1 to 5:
1 C 0.0051
2 C -0.0898
3 C -0.3404
4 N 0.0804
5 O -0.5613

No. 3
Computed, not measured: C3H5NO2S in the gas phase, with wB97M-V/def2-TZVPD.

```
12
C3H5NO2S | the Open Molecules 2025 dataset | wB97M-V/def2-TZVPD
C -2.091 -0.866 0.001
O -0.654 -1.005 -0.119
C 0.029 0.170 -0.009
O -0.514 1.242 0.130
C 1.514 0.010 -0.012
N 2.122 1.221 -0.117
S 2.182 -1.474 0.059
H -2.355 -0.594 1.038
H -2.456 -1.854 -0.321
H -2.451 -0.065 -0.658
H 3.113 1.189 -0.107
H 1.561 2.027 0.113
```

ΔE to the lowest compared entry with this formula, charge and spin (kJ/mol): 18.7
HOMO level (eV): -8.73
Net charge: 0
SMILES: COC(=O)C(N)=S
LUMO level (eV): -0.40

Atomic partial charges in e from the Löwdin method, atoms 1 to 5:
1 C -0.0333
2 O -0.0983
3 C -0.5111
4 O 0.1033
5 C -0.8023

No. 4
Computed, not measured: C3H5NO2S in the gas phase, with wB97M-V/def2-TZVPD.

```
12
C3H5NO2S | the Open Molecules 2025 dataset | wB97M-V/def2-TZVPD
C 1.633 0.402 0.607
N 1.482 -0.842 0.474
O 0.638 -1.525 -0.373
C -0.802 -1.333 -0.405
S -1.336 0.125 -1.329
C -0.739 1.205 -0.090
O 0.709 1.386 0.180
H 2.612 0.945 0.940
H -1.162 -1.280 0.600
H -0.933 -2.162 -1.089
H -1.136 0.880 0.851
H -0.967 2.200 -0.366
```

ΔE to the lowest compared entry with this formula, charge and spin (kJ/mol): 389.2
HOMO level (eV): -9.37
Net charge: 0
SMILES: C1=NOCSCO1
LUMO level (eV): 0.79

Atomic partial charges in e from the Löwdin method, atoms 1 to 5:
1 C -0.1740
2 N 0.0205
3 O -0.1807
4 C -0.4445
5 S 0.9349

No. 5
Computed, not measured: C3H5NO2S in the gas phase, with wB97M-V/def2-TZVPD.

```
12
C3H5NO2S | the Open Molecules 2025 dataset | wB97M-V/def2-TZVPD
C 2.011 -1.236 -0.106
N 1.074 -0.388 -0.054
O -0.127 -1.020 -0.288
C -1.269 -0.340 -0.073
S -2.691 -1.101 -0.212
C -1.104 1.108 0.343
O -0.404 1.886 -0.596
H 3.026 -0.913 0.048
H 1.821 -2.301 -0.235
H -0.740 1.167 1.383
H -2.108 1.504 0.345
H 0.511 1.634 -0.556
```

ΔE to the lowest compared entry with this formula, charge and spin (kJ/mol): 279.0
HOMO level (eV): -8.95
Net charge: 0
SMILES: C=NOC(=S)CO
LUMO level (eV): 0.00

Atomic partial charges in e from the Löwdin method, atoms 1 to 5:
1 C 0.0382
2 N -0.0013
3 O -0.1293
4 C -0.8083
5 S 0.7608

No. 6
Computed, not measured: a molecular structure, C3H5NO2S, with wB97M-V/def2-TZVPD.

```
12
C3H5NO2S | the Open Molecules 2025 dataset | wB97M-V/def2-TZVPD
C 0.214 0.929 -0.319
C -0.364 -1.872 -0.523
C 0.765 -0.933 -0.445
N -0.281 1.210 0.855
O 0.403 1.632 -1.271
O -0.615 2.542 1.151
S 0.469 -1.804 1.081
H -1.372 -1.477 -0.530
H -0.251 -2.809 -1.056
H 1.700 -1.046 -0.960
H -0.357 0.575 1.635
H -0.312 3.055 0.382
```

ΔE to the lowest compared entry with this formula, charge and spin (kJ/mol): 317.7
HOMO level (eV): -8.92
Net charge: 0
LUMO level (eV): 0.76

Atomic partial charges in e from the Löwdin method, atoms 1 to 5:
1 C -0.4093
2 C -0.4434
3 C -0.4507
4 N -0.0002
5 O 0.0636

No. 7
Computed, not measured: C3H5NO2S in the gas phase, with wB97M-V/def2-TZVPD.

```
12
C3H5NO2S | the Open Molecules 2025 dataset | wB97M-V/def2-TZVPD
S -3.130 -0.093 -0.111
N -1.781 0.898 -0.086
C -0.597 0.425 -0.039
C 0.766 1.188 0.020
O 1.690 0.224 -0.362
C 1.159 -0.985 0.019
O -0.297 -0.890 -0.099
H -2.649 -1.370 -0.077
H 0.876 2.002 -0.709
H 1.042 1.584 1.012
H 1.465 -1.170 1.037
H 1.456 -1.813 -0.605
```

ΔE to the lowest compared entry with this formula, charge and spin (kJ/mol): 154.2
HOMO level (eV): -8.54
Net charge: 0
SMILES: S/N=C1/COCO1
LUMO level (eV): 0.77

Atomic partial charges in e from the Löwdin method, atoms 1 to 5:
1 S 0.7229
2 N -0.3418
3 C -0.4401
4 C -0.0944
5 O -0.0721

No. 8
Computed, not measured: C3H5NO2S in the gas phase, with wB97M-V/def2-TZVPD.

```
12
C3H5NO2S | the Open Molecules 2025 dataset | wB97M-V/def2-TZVPD
C 0.366 0.506 -0.360
C -0.659 -0.153 0.422
C 1.665 -0.168 -0.076
N -1.892 -0.459 0.007
O -2.702 -0.968 0.771
O -2.180 -0.195 -1.159
S 0.302 2.276 0.350
H 0.080 0.525 -1.361
H -0.579 -0.484 1.439
H 2.331 0.518 -0.505
H 1.601 -1.084 -0.590
H 1.666 -0.315 1.064
```

ΔE to the lowest compared entry with this formula, charge and spin (kJ/mol): 640.1
HOMO level (alpha / beta) (eV): -9.59 / -9.63
Net charge: 0
LUMO level (alpha / beta) (eV): -3.46 / -3.46

Atomic partial charges in e from the Löwdin method, atoms 1 to 5:
1 C -0.7633
2 C -0.0458
3 C -0.1146
4 N -0.4019
5 O 0.0977

No. 9
Computed, not measured: C3H5NO2S2 in the gas phase, with wB97M-V/def2-TZVPD.

```
13
C3H5NO2S2 | the Open Molecules 2025 dataset | wB97M-V/def2-TZVPD
C 2.176 -0.565 0.222
S 0.676 -1.297 -0.625
C -0.625 -0.256 -0.184
N -0.578 0.995 0.089
O 0.628 1.544 -0.215
C -1.986 -0.866 0.045
O -2.178 -2.011 0.307
S -3.408 0.097 -0.297
H 2.938 -1.304 0.023
H 2.061 -0.420 1.300
H 2.527 0.371 -0.261
H 0.506 2.477 0.047
H -2.736 1.235 -0.451
```

ΔE to the lowest compared entry with this formula, charge and spin (kJ/mol): 252.4
HOMO level (eV): -9.25
Net charge: 0
SMILES: CS/C(=N\O)C(=O)S
LUMO level (eV): 0.10

Atomic partial charges in e from the Löwdin method, atoms 1 to 5:
1 C -0.3418
2 S 0.9636
3 C -0.6404
4 N -0.0381
5 O -0.0838

No. 10
Computed, not measured: C3H5NO2Si in the gas phase, with wB97M-V/def2-TZVPD.

```
12
C3H5NO2Si | the Open Molecules 2025 dataset | wB97M-V/def2-TZVPD
C 2.509 -0.615 0.175
C 2.682 0.809 0.065
C 0.396 0.694 -0.189
N 1.341 -1.124 0.052
O 1.408 1.435 -0.112
O -0.822 1.052 -0.176
Si -2.096 -0.091 0.072
H 3.324 -1.269 0.282
H 3.434 1.363 -0.258
H -2.871 0.682 0.864
H -2.714 0.104 -1.345
H -1.771 -1.370 0.546
```

ΔE to the lowest compared entry with this formula, charge and spin (kJ/mol): 638.9
HOMO level (alpha / beta) (eV): -7.32 / -7.32
Net charge: 0
LUMO level (alpha / beta) (eV): 0.40 / 0.40

Atomic partial charges in e from the Löwdin method, atoms 1 to 5:
1 C -0.3130
2 C -0.0856
3 C -0.2988
4 N 0.1182
5 O 0.0557

No. 11
Computed, not measured: C3H5NO3 in the gas phase, with wB97M-V/def2-TZVPD.

```
12
C3H5NO3 | the Open Molecules 2025 dataset | wB97M-V/def2-TZVPD
C 1.732 0.324 0.443
C 0.316 0.593 0.116
O -0.203 1.606 0.399
C -0.521 -0.485 -0.624
N -1.901 -0.277 -0.214
O -2.091 -0.863 0.830
O -2.694 0.286 -0.918
H 1.631 0.291 1.536
H 2.374 1.176 0.226
H 2.112 -0.666 -0.032
H -0.339 -0.475 -1.682
H -0.416 -1.512 -0.081
```

ΔE to the lowest compared entry with this formula, charge and spin (kJ/mol): 463.1
HOMO level (eV): -10.50
Net charge: 0
SMILES: CC(=O)C[N+](=O)[O-]
LUMO level (eV): 0.22

Atomic partial charges in e from the Löwdin method, atoms 1 to 5:
1 C -0.0094
2 C -0.4747
3 O 0.1388
4 C -0.0217
5 N -0.4385

No. 12
Computed, not measured: C3H5NO3 in the gas phase, with wB97M-V/def2-TZVPD.

```
12
C3H5NO3 | the Open Molecules 2025 dataset | wB97M-V/def2-TZVPD
O 2.764 0.089 1.316
C 1.770 -0.464 0.891
N 0.728 0.450 0.481
C -0.654 0.170 0.574
C -1.372 0.107 -0.771
O -2.114 0.937 -1.180
O -0.977 -1.126 -1.301
H 1.555 -1.526 0.878
H 0.940 1.449 0.584
H -0.741 -0.636 1.350
H -1.185 1.054 1.038
H -1.507 -1.576 -2.069
```

ΔE to the lowest compared entry with this formula, charge and spin (kJ/mol): 164.0
HOMO level (eV): -9.67
Net charge: 0
SMILES: O=CNCC(=O)O
LUMO level (eV): 0.42

Atomic partial charges in e from the Löwdin method, atoms 1 to 5:
1 O 0.0182
2 C -0.2653
3 N -0.0003
4 C -0.1677
5 C -0.4820

No. 13
Computed, not measured: C3H5NO3 in the gas phase, with wB97M-V/def2-TZVPD.

```
12
C3H5NO3 | the Open Molecules 2025 dataset | wB97M-V/def2-TZVPD
O 1.570 1.390 1.572
C 1.538 1.355 0.369
C 0.632 0.388 -0.362
N -0.288 -0.215 0.565
C -1.342 -0.979 0.172
O -2.205 -1.394 0.902
O -1.308 -1.206 -1.163
H 2.197 1.972 -0.261
H 0.107 0.874 -1.181
H 1.294 -0.357 -0.810
H -0.163 -0.004 1.546
H -2.032 -1.824 -1.348
```

ΔE to the lowest compared entry with this formula, charge and spin (kJ/mol): 64.0
HOMO level (eV): -10.08
Net charge: 0
SMILES: O=CCNC(=O)O
LUMO level (eV): 0.60

Atomic partial charges in e from the Löwdin method, atoms 1 to 5:
1 O 0.0627
2 C -0.2203
3 C -0.1540
4 N 0.0813
5 C -0.6167

No. 14
Computed, not measured: C3H5NO3 in the gas phase, with wB97M-V/def2-TZVPD.

```
12
C3H5NO3 | the Open Molecules 2025 dataset | wB97M-V/def2-TZVPD
C -1.262 -0.849 -0.624
C -0.207 -0.864 0.191
N 0.958 -1.614 0.054
O -0.225 -0.040 1.300
O 0.781 1.066 1.033
C 0.235 2.023 0.236
O -0.821 1.961 -0.320
H -1.316 -1.495 -1.494
H -2.053 -0.134 -0.444
H 1.363 -1.549 -0.869
H 1.634 -1.402 0.775
H 0.911 2.898 0.162
```

ΔE to the lowest compared entry with this formula, charge and spin (kJ/mol): 445.0
HOMO level (eV): -8.82
Net charge: 0
SMILES: C=C(N)OOC=O
LUMO level (eV): 0.28

Atomic partial charges in e from the Löwdin method, atoms 1 to 5:
1 C 0.0896
2 C -0.4906
3 N 0.1164
4 O 0.0180
5 O 0.0190

No. 15
Computed, not measured: C3H5NO3 in the gas phase, with wB97M-V/def2-TZVPD.

```
12
C3H5NO3 | the Open Molecules 2025 dataset | wB97M-V/def2-TZVPD
C -2.347 0.267 0.417
O -0.895 0.275 0.659
N -0.012 -0.434 -0.110
O -0.307 -1.561 -0.584
C 1.176 0.006 0.081
C 2.523 -0.014 -0.463
O 1.933 1.100 0.287
H -2.636 -0.580 -0.160
H -2.542 1.180 -0.089
H -2.716 0.166 1.478
H 3.346 -0.499 0.045
H 2.478 0.094 -1.561
```

ΔE to the lowest compared entry with this formula, charge and spin (kJ/mol): 743.9
HOMO level (eV): -8.42
Net charge: 0
SMILES: CO/[N+]([O-])=C1/CO1
LUMO level (eV): 0.77

Atomic partial charges in e from the Löwdin method, atoms 1 to 5:
1 C 0.0026
2 O -0.0847
3 N -0.2509
4 O -0.0314
5 C -0.2334

No. 16
Computed, not measured: a gas-phase ion, C3H5NO3P (charge +1), with wB97M-V/def2-TZVPD.

```
13
C3H5NO3P | the Open Molecules 2025 dataset | wB97M-V/def2-TZVPD
C -0.706 1.422 0.394
C -0.588 0.161 0.122
N -1.580 -0.671 -0.526
C 0.823 -0.933 0.372
O 0.518 -1.974 -0.052
O 1.855 -0.359 0.793
P 3.564 0.140 0.275
O 3.294 1.197 -0.649
H -0.173 2.133 1.011
H -1.704 1.893 0.468
H -2.494 -0.654 -0.035
H -1.141 -1.684 -0.621
H -1.667 -0.671 -1.553
```

ΔE to the lowest compared entry with this formula, charge and spin (kJ/mol): 122.9
HOMO level (eV): -14.54
Net charge: +1
SMILES: C=C([NH3+])C(=O)OP=O
LUMO level (eV): -4.99

Atomic partial charges in e from the Löwdin method, atoms 1 to 5:
1 C 0.0954
2 C -0.1735
3 N 0.1741
4 C -0.5097
5 O 0.1293

No. 17
Computed, not measured: 2 unconnected molecules or ions with the total composition C3H5NO4, with wB97M-V/def2-TZVPD.

```
13
C3H5NO4 | the Open Molecules 2025 dataset | wB97M-V/def2-TZVPD
C 1.733 -0.490 -0.613
C 1.282 -0.018 0.712
C -1.312 0.624 0.517
N -1.372 -0.684 0.039
O -1.375 -1.581 0.844
O -1.255 -0.788 -1.189
O 1.736 0.921 -0.101
O -1.363 1.690 -0.210
H 2.640 -1.010 -0.820
H 1.159 -0.819 -1.464
H 1.091 -0.086 1.772
H -1.274 0.878 1.632
H -1.689 1.362 -1.119
```

ΔE to the lowest compared entry with this formula, charge and spin (kJ/mol): 882.7
HOMO level (alpha / beta) (eV): -7.70 / -8.33
Net charge: 0
LUMO level (alpha / beta) (eV): -0.90 / 0.49

Atomic partial charges in e from the Löwdin method, atoms 1 to 5:
1 C -0.0382
2 C -0.0974
3 C -0.1857
4 N -0.4572
5 O 0.0382

No. 18
Computed, not measured: C3H5NO4 in the gas phase, with wB97M-V/def2-TZVPD.

```
13
C3H5NO4 | the Open Molecules 2025 dataset | wB97M-V/def2-TZVPD
N 0.553 -0.584 2.631
O 0.512 -0.374 1.223
C -0.307 0.586 0.804
O -0.947 1.301 1.531
C -0.357 0.662 -0.711
O 0.615 -0.137 -1.340
C 0.074 -0.876 -2.364
O -0.899 -0.662 -3.020
H -0.024 0.153 3.052
H 1.526 -0.449 2.902
H -1.355 0.274 -1.058
H -0.248 1.709 -1.015
H 0.859 -1.602 -2.635
```

ΔE to the lowest compared entry with this formula, charge and spin (kJ/mol): 241.9
HOMO level (eV): -10.30
Net charge: 0
SMILES: NOC(=O)COC=O
LUMO level (eV): 0.71

Atomic partial charges in e from the Löwdin method, atoms 1 to 5:
1 N 0.0880
2 O -0.0350
3 C -0.4754
4 O 0.1079
5 C -0.0857

No. 19
Computed, not measured: a molecular structure, C3H5NO4, with wB97M-V/def2-TZVPD.

```
13
C3H5NO4 | the Open Molecules 2025 dataset | wB97M-V/def2-TZVPD
C 0.055 0.821 1.155
C -0.268 -0.326 0.534
C 0.625 -0.544 -0.731
H -0.620 1.829 2.798
H -0.228 -1.070 1.407
H -1.401 -0.463 0.243
H 1.668 0.308 -0.821
H 1.062 -1.559 -0.796
N -0.171 -0.576 -2.044
O -0.717 1.071 2.381
O 0.757 1.688 0.898
O 0.407 -1.291 -2.900
O -1.169 0.113 -2.123
```

ΔE to the lowest compared entry with this formula, charge and spin (kJ/mol): 549.6
HOMO level (eV): -10.97
Net charge: 0
LUMO level (eV): -0.31

Atomic partial charges in e from the Löwdin method, atoms 1 to 5:
1 C -0.5732
2 C -0.1115
3 C -0.0378
4 H 0.0059
5 H 0.1759

No. 20
Computed, not measured: a molecular structure, C3H5NO4, with wB97M-V/def2-TZVPD.

```
13
C3H5NO4 | the Open Molecules 2025 dataset | wB97M-V/def2-TZVPD
C -0.195 0.574 -0.948
C -1.086 0.141 0.023
C 0.963 -0.405 0.657
N 1.559 -1.466 0.046
O -0.229 1.846 -1.476
O -2.117 0.919 0.386
O -0.800 -0.894 0.752
O 1.339 0.311 1.521
H -0.614 2.449 -0.828
H -2.409 0.634 1.265
H 0.256 -0.136 -1.621
H 2.394 -1.789 0.518
H 0.940 -2.183 -0.294
```

ΔE to the lowest compared entry with this formula, charge and spin (kJ/mol): 295.8
HOMO level (eV): -7.85
Net charge: 0
LUMO level (eV): 0.38

Atomic partial charges in e from the Löwdin method, atoms 1 to 5:
1 C -0.1586
2 C -0.4911
3 C -0.4229
4 N 0.1584
5 O 0.0171